# C5H7NO

A single C5H7NO molecule (ωB97M-V with the def2-TZVPD basis set, the Open Molecules 2025 dataset).

Properties
relative energy (zero: lowest compared OMol25 entry of this formula, charge and spin) = 532.7 kJ/mol
total energy = -324.5216 hartree

Each line ends with the Löwdin charge.
Cartesian coordinates (Å):
O1 1.08623 -0.95491 -0.47258  -0.0470
C1 -0.26441 -0.88793 -0.69398  -0.3807
C2 -1.17353 -1.11305 0.46144  0.0136
N1 -0.84029 0.30313 0.16168  -0.0706
C3 0.39859 0.85431 0.75052  -0.1153
C4 1.48691 0.43300 -0.25125  -0.1509
C5 -0.74666 0.25461 -1.43328  0.0027
H1 -2.22668 -1.32240 0.27424  0.1176
H2 -0.79038 -1.51924 1.40074  0.1221
H3 0.59738 0.38905 1.71814  0.1203
H4 0.26986 1.93102 0.87443  0.1262
H5 2.49632 0.34443 0.12827  0.1194
H6 1.46557 1.11533 -1.11619  0.1098
H7 -1.75892 0.17265 -1.80219  0.0327